Entry 1:
Computed, not measured: a structure of composition C26H76Br3N13O6P4 in a non-equilibrium geometry, with ωB97M-V with the def2-TZVPD basis set.

Output
* calculated total energy: -11286.8562 a.u.
* gap between HOMO and LUMO: 0.26107 Eh
* lowest unoccupied orbital energy: -0.84 eV
* total charge: 0

Geometry as XYZ:
```
128
Properties=species:S:1:pos:R:3:lowdin_charge:R:1
C 22.782 -6.261 -5.509 0.032
N 22.499 -5.400 -4.275 -0.388
O 21.338 -5.548 -3.897 0.061
O 23.486 -4.798 -3.773 0.033
H 23.844 -6.480 -5.615 0.084
H 22.647 -5.586 -6.354 0.024
H 22.193 -7.174 -5.418 0.098
O 26.985 -3.593 -13.899 -0.266
P 28.412 -3.817 -13.845 0.563
N 28.826 -5.255 -14.752 -0.293
C 27.958 -5.710 -15.791 -0.157
C 30.133 -5.918 -14.797 -0.117
N 28.938 -4.105 -12.266 -0.283
C 30.285 -4.485 -11.880 -0.140
C 28.272 -3.401 -11.139 -0.114
N 29.406 -2.666 -14.568 -0.310
C 28.801 -1.442 -15.055 -0.134
C 30.909 -2.527 -14.418 -0.061
H 27.504 -6.692 -15.655 0.077
H 28.359 -5.526 -16.787 0.083
H 27.066 -5.084 -15.813 0.066
H 30.151 -6.716 -14.054 0.082
H 30.950 -5.197 -14.786 0.047
H 30.242 -6.467 -15.732 0.077
H 31.049 -4.693 -12.628 0.052
H 30.728 -3.741 -11.218 0.084
H 30.203 -5.454 -11.388 0.087
H 28.560 -3.834 -10.181 0.064
H 28.538 -2.359 -10.957 0.084
H 27.207 -3.608 -11.243 0.061
H 29.108 -0.642 -14.382 0.077
H 29.093 -1.146 -16.063 0.078
H 27.718 -1.567 -15.041 0.071
H 31.404 -3.494 -14.329 0.040
H 30.982 -1.912 -13.521 0.082
H 31.176 -2.015 -15.343 0.083
O 20.709 -6.271 -13.910 -0.303
P 19.378 -5.616 -13.817 0.601
N 18.033 -6.670 -14.059 -0.315
C 17.572 -7.569 -13.009 -0.106
C 17.603 -7.017 -15.422 -0.105
N 19.034 -4.435 -15.011 -0.320
C 19.787 -4.287 -16.234 -0.123
C 18.070 -3.335 -14.757 -0.106
N 19.245 -4.811 -12.295 -0.247
C 20.263 -5.099 -11.194 -0.114
C 17.889 -4.364 -11.814 -0.132
H 17.150 -8.462 -13.470 0.076
H 16.748 -6.995 -12.587 0.065
H 18.290 -7.750 -12.208 0.082
H 16.754 -6.418 -15.751 0.077
H 17.365 -8.080 -15.459 0.076
H 18.375 -6.850 -16.173 0.067
H 20.721 -4.845 -16.170 0.075
H 19.179 -4.758 -17.006 0.074
H 20.033 -3.229 -16.323 0.085
H 18.409 -2.622 -14.006 0.074
H 17.754 -2.879 -15.695 0.083
H 17.145 -3.708 -14.316 0.056
H 19.814 -5.477 -10.275 0.064
H 20.863 -5.960 -11.490 0.056
H 20.846 -4.225 -10.903 0.017
H 17.051 -4.669 -12.440 0.059
H 17.801 -3.321 -11.512 0.073
H 17.743 -4.716 -10.792 0.065
O 29.964 -4.428 -2.189 -0.319
P 28.513 -4.537 -2.573 0.654
N 27.820 -6.126 -2.592 -0.290
C 26.393 -6.412 -2.450 -0.134
C 28.628 -7.114 -3.420 -0.087
N 28.158 -4.034 -4.207 -0.321
C 29.206 -3.366 -5.098 -0.056
C 26.876 -3.890 -4.650 -0.219
N 27.492 -3.431 -1.680 -0.310
C 27.644 -1.969 -1.789 -0.109
C 27.076 -3.813 -0.327 -0.130
H 25.914 -6.443 -3.429 0.054
H 25.873 -5.724 -1.783 0.072
H 26.204 -7.452 -2.183 0.079
H 28.712 -8.046 -2.861 0.075
H 29.659 -6.773 -3.520 0.067
H 28.234 -7.308 -4.418 0.075
H 28.976 -3.700 -6.110 0.064
H 29.105 -2.283 -5.029 0.072
H 30.216 -3.724 -4.896 0.073
H 26.801 -4.263 -5.671 0.004
H 26.156 -4.455 -4.058 0.057
H 26.625 -2.836 -4.772 0.081
H 27.651 -1.678 -2.840 0.067
H 26.845 -1.402 -1.313 0.080
H 28.497 -1.562 -1.246 0.080
H 26.067 -3.441 -0.146 0.084
H 27.750 -3.268 0.333 0.076
H 27.271 -4.873 -0.165 0.073
O 22.538 -10.456 -11.989 -0.303
P 23.532 -9.536 -11.341 0.671
N 24.846 -10.419 -10.559 -0.329
C 24.871 -11.859 -10.787 -0.137
C 26.027 -9.885 -9.923 -0.118
N 22.958 -8.511 -10.069 -0.288
C 23.642 -7.301 -9.516 -0.130
C 21.825 -9.009 -9.286 -0.114
N 24.467 -8.579 -12.437 -0.301
C 24.965 -9.145 -13.651 -0.145
C 23.907 -7.298 -12.812 -0.126
H 24.412 -12.272 -11.686 0.070
H 24.268 -12.268 -9.977 0.074
H 25.909 -12.187 -10.733 0.069
H 25.847 -10.022 -8.856 0.075
H 26.058 -8.827 -10.183 0.059
H 26.869 -10.532 -10.170 0.073
H 23.189 -6.389 -9.907 -0.011
H 23.585 -7.314 -8.427 0.065
H 24.690 -7.215 -9.801 0.068
H 21.020 -8.292 -9.446 0.070
H 21.346 -9.823 -9.832 0.071
H 22.050 -9.188 -8.234 0.079
H 25.291 -10.179 -13.535 0.076
H 24.185 -9.240 -14.406 0.091
H 25.863 -8.666 -14.042 0.080
H 22.972 -7.301 -13.373 0.071
H 24.614 -6.746 -13.432 0.087
H 23.767 -6.732 -11.891 0.048
C 24.259 -3.034 -9.274 -1.413
Br 22.633 -4.063 -8.752 0.641
Br 25.791 -3.423 -8.025 0.577
Br 23.745 -1.110 -9.368 0.535
H 24.611 -3.195 -10.293 -0.028
```

---

Entry 2:
Computed, not measured: the molecule C10H14N2S in a non-equilibrium geometry, with ωB97M-V with the def2-TZVPD basis set.

Output
* calculated total energy: -897.0409 a.u.
* gap between HOMO and LUMO: 0.32321 Eh
* lowest unoccupied orbital energy: 0.60 eV
* SMILES: CNc1cnccc1SC=C(C)C
* total charge: 0

Geometry as XYZ:
```
27
Properties=species:S:1:pos:R:3:nbo_charge:R:1
C 0.471 0.966 -2.766 -0.259
C -0.660 1.597 -3.149 0.013
C -1.354 1.849 -0.947 0.016
C -0.211 1.284 -0.370 0.074
C 0.666 0.841 -1.336 -0.169
C 1.842 -0.934 0.468 -0.384
C -0.244 -2.032 -0.303 -0.658
C 0.843 -2.593 1.987 -0.620
C -1.044 1.732 1.916 -0.401
C 0.975 -1.952 0.620 0.040
N -1.570 2.024 -2.234 -0.429
N 0.010 1.192 1.016 -0.614
S 2.239 0.139 -0.939 0.272
H 1.144 0.661 -3.470 0.223
H -0.897 1.760 -4.299 0.198
H -2.207 2.220 -0.255 0.193
H 2.576 -0.709 1.123 0.202
H 0.128 -1.692 -1.333 0.242
H -1.030 -1.208 0.037 0.221
H -0.622 -3.018 -0.201 0.217
H 0.343 -1.756 2.621 0.209
H 1.748 -2.811 2.368 0.217
H 0.285 -3.450 1.891 0.212
H -0.716 1.476 2.828 0.197
H -1.051 2.961 1.817 0.210
H -1.998 1.191 1.708 0.184
H 0.334 0.262 1.202 0.395
```

---

Entry 3:
Computed, not measured: the molecule C23H32N2O4, with ωB97M-V with the def2-TZVPD basis set.

Output
* calculated total energy: -1306.0831 a.u.
* gap between HOMO and LUMO: 0.29417 Eh
* lowest unoccupied orbital energy: 0.77 eV
* SMILES: CCN(CC)C(=O)C[C@@H](c1ccc(N(C)C)cc1)c1c(O)cc(OC)cc1OC
* total charge: 0

Geometry as XYZ:
```
61
Properties=species:S:1:pos:R:3:nbo_charge:R:1
C -0.591 -1.512 -4.385 -0.617
H 0.166 -0.843 -3.982 0.225
H -1.542 -0.983 -4.422 0.191
H -0.311 -1.795 -5.396 0.210
C -0.697 -2.753 -3.504 -0.217
N -1.035 -2.412 -2.133 -0.458
C -0.020 -2.286 -1.245 0.709
O 1.137 -2.473 -1.585 -0.652
C -0.354 -1.904 0.187 -0.500
H 0.522 -2.175 0.777 0.253
H -1.220 -2.453 0.555 0.212
C -0.575 -0.380 0.328 -0.269
C -0.379 0.115 1.744 0.042
C -0.499 -0.701 2.858 -0.207
C -0.341 -0.207 4.139 -0.302
C -0.061 1.144 4.371 0.249
C 0.051 1.966 3.243 -0.299
C -0.111 1.460 1.970 -0.197
H -0.019 2.130 1.127 0.213
H 0.267 3.017 3.348 0.210
N 0.054 1.652 5.653 -0.440
C 0.192 0.733 6.757 -0.401
H 0.293 1.296 7.683 0.203
H -0.701 0.112 6.843 0.198
H 1.067 0.078 6.653 0.181
C 0.609 2.972 5.832 -0.401
H -0.033 3.717 5.358 0.198
H 1.620 3.064 5.415 0.181
H 0.653 3.203 6.895 0.203
H -0.440 -0.896 4.962 0.209
H -0.718 -1.752 2.745 0.205
C 0.336 0.341 -0.637 -0.235
C 1.718 0.259 -0.494 0.454
C 2.572 0.852 -1.419 -0.449
C 2.044 1.542 -2.497 0.427
C 0.663 1.651 -2.643 -0.438
C -0.184 1.047 -1.727 0.423
O -1.549 1.089 -1.823 -0.522
C -2.124 1.842 -2.861 -0.249
H -1.845 1.454 -3.846 0.177
H -1.843 2.898 -2.796 0.180
H -3.202 1.749 -2.728 0.197
H 0.297 2.200 -3.494 0.229
O 2.780 2.156 -3.469 -0.510
C 4.180 2.040 -3.418 -0.253
H 4.498 0.994 -3.464 0.178
H 4.591 2.506 -2.515 0.174
H 4.553 2.568 -4.294 0.199
H 3.638 0.750 -1.283 0.210
O 2.216 -0.400 0.581 -0.674
H 3.169 -0.505 0.480 0.484
H -1.602 -0.133 0.037 0.236
C -2.443 -2.295 -1.828 -0.206
C -3.065 -3.642 -1.454 -0.616
H -2.577 -4.059 -0.577 0.207
H -4.123 -3.516 -1.239 0.210
H -2.961 -4.354 -2.270 0.206
H -2.592 -1.580 -1.021 0.209
H -2.946 -1.895 -2.713 0.198
H 0.269 -3.263 -3.482 0.238
H -1.454 -3.437 -3.896 0.184
```

---

Entry 4:
Computed, not measured: a structure of composition C33H65As3BrO2SiSn in a non-equilibrium geometry, with ωB97M-V with the def2-TZVPD basis set.

Output
* calculated total energy: -11230.9877 a.u.
* gap between HOMO and LUMO (alpha / beta): 0.14410 / 0.18641 Eh
* lowest unoccupied orbital energy (alpha / beta): -10.99 / -9.85 eV
* total charge: +3

Geometry as XYZ:
```
106
Properties=species:S:1:pos:R:3:lowdin_charge:R:1
Sn 0.696 0.523 -0.003 0.933
C 3.238 -2.157 1.617 -0.264
As 1.636 -2.029 0.549 1.060
C 0.294 -3.146 1.316 -0.283
C 2.348 -2.869 -1.053 -0.312
C 1.598 -3.094 -2.433 -0.630
C 2.094 -4.344 -3.096 -0.063
C 1.880 -1.842 -3.352 -0.293
As 1.420 -0.120 -2.611 1.028
C 0.223 0.663 -3.858 -0.260
C 3.020 1.020 -2.728 -0.249
C 0.118 -3.301 -2.051 -0.375
As -1.199 -3.920 -3.273 1.377
C -2.358 -5.116 -2.291 -0.196
C -0.810 -4.488 -5.056 -0.246
H 4.026 -1.584 1.030 0.055
H 3.507 -3.248 1.692 0.067
H 3.149 -1.816 2.640 0.038
H 0.552 -4.174 1.192 0.035
H -0.626 -2.781 0.859 -0.028
H 0.143 -3.011 2.397 0.060
H 2.723 -3.839 -0.721 0.098
H 3.208 -2.298 -1.192 0.048
H 3.181 -4.251 -3.244 0.114
H 1.678 -4.445 -4.133 0.086
H 1.878 -5.267 -2.621 0.090
H 1.361 -1.976 -4.370 0.106
H 2.969 -1.762 -3.539 0.097
H 0.491 0.148 -4.744 0.016
H 0.302 1.758 -3.932 0.066
H -0.774 0.364 -3.567 0.021
H 3.580 1.001 -3.649 0.044
H 3.596 0.535 -1.920 0.020
H 2.698 2.045 -2.452 0.023
H -0.209 -2.395 -1.596 -0.035
H 0.144 -4.064 -1.250 0.092
H -2.406 -4.712 -1.242 0.072
H -1.871 -6.069 -2.342 0.049
H -3.251 -5.098 -2.833 0.021
H -0.173 -3.726 -5.477 0.022
H -1.770 -4.358 -5.649 0.083
H -0.417 -5.458 -5.237 0.048
C -3.354 1.248 3.998 -0.062
C -2.822 0.181 2.967 -0.616
C -3.226 -1.167 3.519 -0.110
C -1.300 0.214 2.894 -0.130
Si -3.660 0.687 1.285 0.829
Br -2.191 -0.718 -0.502 0.182
C -5.463 -0.131 0.918 -0.616
C -6.322 0.346 2.086 -0.107
C -6.122 0.442 -0.374 -0.085
C -5.438 -1.672 0.866 -0.107
C -3.420 2.482 0.739 -0.602
C -3.558 2.624 -0.781 -0.117
C -4.501 3.413 1.371 -0.076
C -2.005 3.072 1.135 -0.087
H -2.997 0.976 4.948 0.070
H -4.456 1.250 4.080 0.086
H -2.960 2.264 3.834 0.079
H -2.814 -1.303 4.554 0.108
H -2.879 -2.059 2.962 0.084
H -4.315 -1.388 3.664 0.085
H -0.958 -0.020 3.887 0.093
H -0.857 1.125 2.481 0.039
H -1.042 -0.582 2.165 0.004
H -6.381 1.457 2.116 0.082
H -6.020 -0.014 3.092 0.075
H -7.357 -0.037 1.947 0.111
H -6.298 1.493 -0.224 0.055
H -7.084 -0.097 -0.645 0.118
H -5.399 0.265 -1.179 0.070
H -5.327 -2.123 1.860 0.070
H -4.736 -2.083 0.136 0.031
H -6.458 -1.955 0.481 0.104
H -4.543 2.388 -1.048 0.035
H -2.822 2.055 -1.388 0.062
H -3.486 3.668 -1.058 0.095
H -5.451 3.260 0.775 0.093
H -4.279 4.462 1.308 0.084
H -4.743 3.277 2.462 0.090
H -1.202 2.394 0.856 -0.026
H -1.982 3.274 2.241 0.095
H -1.770 3.983 0.599 0.087
C 8.265 3.756 0.531 0.000
C 6.812 3.548 0.641 -0.162
C 6.490 2.486 1.568 0.147
C 5.128 2.055 1.774 -0.164
C 4.980 0.905 2.661 -0.033
C 4.083 2.672 1.048 0.060
C 4.486 3.779 0.075 -0.113
C 3.480 4.485 -0.678 0.002
C 5.816 4.097 -0.108 0.029
C 2.751 2.083 0.947 -0.592
O 2.698 0.830 0.624 -0.306
O 1.616 2.635 1.037 -0.067
H 8.605 3.635 -0.518 0.131
H 8.837 3.165 1.184 0.074
H 8.635 4.762 0.720 0.119
H 7.240 1.996 2.242 0.166
H 5.022 1.192 3.738 0.129
H 5.685 0.109 2.485 0.101
H 3.926 0.598 2.607 0.072
H 2.912 3.830 -1.417 0.120
H 4.037 5.366 -1.074 0.116
H 2.687 4.871 -0.052 0.112
H 5.920 4.895 -0.845 0.147
```

---

Question: Look up the calculated total energy of the first one.
Answer: -11286.8562 a.u.